The following is a quantum chemistry calculation of C16H15ClN2O2OsSe as an isolated structure, from OMol25.

Values from the calculation:
- spin multiplicity = 5
- net charge = +2
- gap between HOMO and LUMO (alpha / beta) (eV) = 5.40 / 5.51

The geometry in XYZ format:
```
38
Properties=species:S:1:pos:R:3:forces:R:3
H -2.040 0.061 1.059 -0.3 0.0 0.2
H 1.806 0.608 4.769 -0.5 -0.3 0.0
C -2.165 -0.798 -1.513 -2.5 -0.2 1.5
H -2.683 -1.247 3.420 0.1 -0.2 0.3
C -0.343 -1.044 -4.031 0.2 0.6 -0.5
H 2.507 1.594 2.972 0.2 0.3 -0.4
H -1.634 -1.860 5.688 0.1 0.1 -0.3
H 0.548 -1.015 6.331 -0.2 0.4 -0.8
C 1.576 0.141 -3.398 -0.9 0.5 0.2
Os -0.339 -0.312 -1.954 0.2 -0.2 0.1
O 0.487 -2.091 0.373 -1.0 1.8 -3.4
C -0.255 1.125 1.143 0.3 1.1 -1.4
C 0.261 0.455 3.250 0.2 1.2 -2.0
N 0.690 1.201 2.122 0.7 -0.7 2.2
C -1.120 -1.218 4.976 2.3 0.1 2.4
Cl -2.412 1.038 -3.123 -1.3 0.1 1.3
C 0.173 -1.448 -0.558 1.3 -1.5 4.6
H 2.568 1.369 1.180 -0.1 0.1 0.4
H -1.306 -1.309 -4.506 0.8 0.2 0.3
O -3.178 -1.116 -1.055 2.4 0.4 -1.1
C 0.468 -1.890 -3.221 0.1 -0.2 -0.8
H 0.271 -2.937 -3.058 0.2 -0.1 0.1
Se -0.257 1.834 -0.639 0.0 -1.0 0.6
C -1.711 -0.896 3.749 -0.9 0.0 -0.4
N -1.263 0.354 1.630 -0.6 -0.9 1.5
C 0.326 0.261 -4.097 -0.5 -0.2 -1.0
H 1.927 2.899 1.873 0.0 -0.3 0.1
H 0.180 2.402 -4.370 0.3 -0.2 -0.4
C 2.018 1.815 2.021 -0.4 -0.1 -0.1
C 1.655 -1.144 -2.837 -0.1 -0.2 -0.5
C -0.194 1.469 -4.806 -0.4 -0.3 -0.4
H -0.029 1.379 -5.888 0.2 0.3 0.3
C -0.988 -0.046 2.927 0.0 0.6 -2.5
H 2.477 -1.538 -2.266 0.1 -0.1 0.1
H 2.294 0.965 -3.367 -0.2 -0.5 0.3
C 0.841 0.166 4.485 1.6 1.2 -0.5
C 0.138 -0.709 5.352 -2.9 -2.1 0.8
H -1.293 1.482 -4.631 1.3 0.2 -1.0
```
Positions in Å, forces in eV/Å.

Atom charges from the natural (NBO) analysis, given in e for atoms 1 to 2: 0.45, 0.25

---

The following is a quantum chemistry calculation of one molecule with the formula C4H8O2, from OMol25.

Values from the calculation:
- structure (SMILES) = CO[C@H]1C[C@H]1O
- gap between HOMO and LUMO (eV) = 10.31

The geometry in XYZ format:
```
14
Properties=species:S:1:pos:R:3:forces:R:3
H 1.868 -0.455 1.030 -0.2 0.0 0.0
C -1.159 -0.729 -1.358 -0.1 -0.2 -0.2
H -0.253 -1.671 1.064 0.0 0.0 0.1
H 1.237 0.733 -1.091 -0.1 0.0 0.1
H 1.449 2.056 1.120 -0.1 -0.1 -0.1
H -1.794 -0.566 -2.233 0.1 0.0 0.1
H -1.723 -1.330 -0.631 0.1 0.1 -0.1
C 0.466 0.629 -0.323 0.2 0.1 0.0
H -0.269 -1.288 -1.676 -0.1 0.1 0.0
C 0.614 1.380 0.964 0.0 0.1 0.1
O -0.829 0.531 -0.813 0.0 0.1 0.0
H -0.327 1.684 1.412 0.1 0.0 -0.1
O -0.120 -0.875 1.592 -0.1 -0.2 0.0
C 0.839 -0.099 0.943 0.3 0.1 0.0
```
Positions in Å, forces in eV/Å.

Atom charges from the natural (NBO) analysis, given in e for atoms 1 to 2: 0.17, -0.25

---

The following is a quantum chemistry calculation of one molecule with the formula C6H7O5, from OMol25.

Values from the calculation:
- spin multiplicity = 4
- gap between HOMO and LUMO (alpha / beta) (eV) = 6.96 / 8.56

The geometry in XYZ format:
```
18
Properties=species:S:1:pos:R:3:forces:R:3
C -0.516 -2.816 0.767 0.3 -2.6 -0.9
H 0.556 -2.802 0.731 0.2 -0.4 -0.1
H -3.167 -1.087 2.048 0.0 0.3 -0.3
C -2.728 -1.998 1.630 -0.2 2.5 -0.2
H -5.008 -1.672 -0.376 0.3 -0.5 0.5
H -2.781 -1.761 -0.481 -0.4 -0.1 -0.3
O -0.901 -0.498 0.663 0.8 0.0 -0.6
H -0.795 -1.443 2.436 0.6 -0.3 0.1
O -3.233 -4.261 1.553 0.5 -7.7 -5.1
H -0.771 -4.674 -0.305 -0.1 0.5 0.3
C -3.285 -2.368 0.274 0.8 0.3 -0.3
O -4.688 -2.357 0.241 -0.3 0.6 -0.7
H -3.246 -4.458 -0.413 0.3 0.3 -0.3
O 0.369 -0.624 0.295 -0.4 1.5 -0.3
C -2.756 -3.792 0.309 -0.4 -1.2 -1.1
O -3.221 -3.030 2.428 1.6 7.4 6.1
C -1.126 -1.679 1.430 -3.4 -1.4 2.2
C -1.226 -3.816 0.201 -0.2 0.8 0.9
```
Positions in Å, forces in eV/Å.

Atom charges from the natural (NBO) analysis, given in e for atoms 1 to 2: -0.21, 0.23

---

The following is a quantum chemistry calculation of one molecule with the formula C3H5NO2, from OMol25.

Values from the calculation:
- structure (SMILES) = [H]/N=C/OCC=O
- gap between HOMO and LUMO (eV) = 10.52

The geometry in XYZ format:
```
11
Properties=species:S:1:pos:R:3:forces:R:3
H 0.893 -0.542 -1.554 0.0 0.1 0.0
H -0.361 1.411 0.376 0.0 -0.2 -0.2
O -1.220 -0.453 -0.056 -0.1 -0.2 0.4
C -0.566 0.756 -0.481 0.0 0.0 -0.1
H -0.714 -1.083 1.992 -3.0 -1.7 -0.1
H 0.997 -1.495 1.842 0.1 0.6 0.3
H -1.279 1.254 -1.145 0.1 -0.1 0.0
C -0.546 -1.130 0.892 1.1 2.5 1.9
O 1.493 1.395 -1.509 -0.4 -0.4 0.1
N 0.676 -0.825 1.145 1.9 -0.9 -2.2
C 0.728 0.505 -1.235 0.2 0.3 -0.2
```
Positions in Å, forces in eV/Å.

Atom charges from the natural (NBO) analysis, given in e for atoms 1 to 2: 0.12, 0.21